C35H40F5InN3O4PS3Sb2 | ωB97M-V with the def2-TZVPD basis set

Structure (XYZ):
```
94
Properties=species:S:1:pos:R:3:forces:R:3
In 0.406 -1.418 1.308 -0.74 -0.49 -0.35
O -2.456 -2.151 -2.418 0.24 -0.02 -0.16
C -3.653 -2.030 -1.818 -0.02 0.05 -0.07
C -4.784 -2.248 -2.604 -0.07 0.04 -0.01
C -6.047 -2.135 -2.056 0.01 0.02 0.01
C -6.207 -1.812 -0.711 0.05 -0.01 -0.01
C -5.082 -1.633 0.076 -0.04 -0.03 -0.01
C -3.799 -1.740 -0.458 0.01 0.10 0.17
C -2.598 -1.624 0.416 -0.47 -0.06 0.33
O -1.525 -1.143 -0.075 0.37 -0.13 -0.07
N -2.761 -2.061 1.656 0.16 0.15 -0.39
N -1.569 -2.127 2.302 0.24 0.13 -0.22
C -1.572 -2.199 3.586 0.43 -0.09 0.54
C -0.305 -2.355 4.273 -0.64 0.04 -0.16
C -0.232 -2.339 5.669 0.21 0.01 0.21
C 0.990 -2.502 6.279 -0.26 0.04 0.13
C 2.128 -2.664 5.487 0.13 -0.02 -0.25
C 1.980 -2.645 4.116 0.10 0.09 0.21
N 0.796 -2.511 3.510 0.18 0.13 -0.52
H -1.752 -1.884 -1.795 -0.03 0.07 0.08
H -4.638 -2.487 -3.649 0.00 0.00 0.01
H -6.916 -2.290 -2.686 0.00 -0.01 0.01
H -7.196 -1.716 -0.281 0.00 0.00 0.00
H -5.171 -1.417 1.132 0.00 0.01 -0.01
H -2.500 -2.133 4.148 0.01 -0.01 -0.01
H -1.137 -2.197 6.247 0.00 0.00 -0.01
H 1.067 -2.501 7.359 0.00 0.01 0.00
H 3.107 -2.799 5.925 0.00 -0.01 -0.01
H 2.837 -2.741 3.463 0.00 -0.01 0.02
C 0.394 -0.484 -5.315 0.02 0.00 0.01
Sb 0.484 0.244 -3.283 -0.09 -0.12 0.12
C 2.295 1.360 -3.635 -0.03 0.00 0.02
C -0.744 2.004 -3.663 -0.04 -0.03 0.01
C -2.225 1.795 -3.512 0.02 0.05 0.04
C -2.881 0.984 -4.440 0.01 -0.03 0.02
C -4.238 0.724 -4.360 0.02 0.00 0.01
C -4.976 1.279 -3.325 0.02 0.00 0.02
C -4.346 2.101 -2.407 0.00 0.00 0.02
C -2.980 2.385 -2.479 0.10 0.12 -0.07
C -2.366 3.301 -1.464 -0.01 -0.19 0.01
Sb -1.319 2.182 0.107 0.01 0.09 -0.08
C -3.162 1.574 1.028 0.03 0.00 -0.01
C -1.151 3.949 1.347 0.05 0.00 -0.03
H 0.368 0.351 -6.017 0.01 -0.02 -0.01
H -0.486 -1.113 -5.454 0.02 0.02 0.01
H 1.282 -1.089 -5.506 -0.03 0.01 0.01
H 2.150 2.038 -4.478 0.03 0.00 0.00
H 3.113 0.674 -3.859 0.00 0.00 0.00
H 2.554 1.930 -2.741 -0.01 -0.02 -0.03
H -0.490 2.297 -4.685 -0.04 0.03 0.00
H -0.349 2.762 -2.991 -0.05 0.07 0.00
H -2.299 0.539 -5.240 -0.01 0.01 0.01
H -4.712 0.078 -5.089 0.01 0.00 0.01
H -6.034 1.067 -3.228 0.00 0.00 0.00
H -4.924 2.550 -1.606 0.00 -0.01 0.00
H -3.123 3.904 -0.959 -0.07 -0.04 -0.05
H -1.642 3.981 -1.914 0.03 0.03 0.00
H -3.662 2.452 1.438 -0.03 -0.02 0.00
H -2.970 0.851 1.821 0.00 0.02 0.00
H -3.797 1.104 0.275 0.02 -0.01 0.02
H -1.960 4.639 1.102 0.01 0.00 0.04
H -0.192 4.447 1.199 -0.02 0.00 -0.01
H -1.228 3.645 2.391 0.01 0.01 0.00
C 3.600 3.846 3.682 -0.01 0.01 0.03
C 2.522 3.673 2.633 0.06 -0.05 0.09
O 2.842 2.585 1.757 -0.13 -0.03 -0.17
P 2.265 1.091 1.917 0.24 0.23 0.38
S 0.601 1.063 2.993 -0.01 -0.15 -0.20
S 2.288 0.320 0.081 -0.25 -0.16 0.22
O 3.347 0.335 2.844 -0.01 -0.04 -0.07
C 4.612 -0.133 2.350 0.01 0.08 0.02
C 5.684 0.925 2.499 0.04 0.00 -0.03
H 3.439 4.774 4.234 -0.01 -0.02 0.01
H 4.586 3.886 3.216 -0.01 0.03 0.00
H 3.585 3.015 4.389 0.00 -0.01 -0.03
H 2.440 4.553 1.994 0.05 0.00 -0.03
H 1.552 3.491 3.095 -0.03 0.01 -0.02
H 4.502 -0.435 1.309 0.00 0.00 0.00
H 4.844 -1.021 2.938 0.00 0.00 0.03
H 5.477 1.775 1.849 0.00 0.00 0.01
H 6.655 0.506 2.224 -0.02 0.01 0.00
H 5.738 1.280 3.530 0.00 -0.02 -0.01
F 6.225 -2.491 -2.309 -0.04 -0.01 0.02
C 4.972 -2.680 -1.875 0.08 0.03 -0.04
C 4.694 -2.704 -0.524 0.01 0.00 0.07
F 5.688 -2.534 0.362 -0.04 -0.03 -0.02
C 3.396 -2.902 -0.091 0.07 -0.07 0.09
F 3.199 -2.917 1.238 -0.04 0.00 -0.04
C 2.321 -3.080 -0.956 -0.06 0.07 -0.08
S 0.665 -3.316 -0.431 0.29 0.19 0.30
C 2.645 -3.042 -2.312 -0.05 0.01 -0.08
F 1.691 -3.184 -3.238 -0.01 -0.04 0.02
C 3.936 -2.854 -2.771 -0.01 0.03 -0.06
F 4.191 -2.829 -4.087 -0.02 0.01 0.03
```
Forces are in eV/Å.

Orbital gap (spin up / spin down), eV: 4.770 / 7.181
Relative energy (zero: lowest compared OMol25 entry of this formula, charge and spin), kcal per mole: 14.4
LUMO level (spin up / spin down), eV: 1.95 / 1.93
Multiplicity: 2
Charge: -1
HOMO (spin up / spin down), eV: -2.82 / -5.25

Atomic partial charges in e from the Mulliken method, atoms 1 to 2:
1. In 1.251
2. O -0.689